# 1
A structure of composition C28H56F3NNbO7S2 at a distorted geometry. Source: OMol25; level of theory: the ωB97M-V functional and the def2-TZVPD basis.

```
98
Properties=species:S:1:pos:R:3:mulliken_charge:R:1
C 4.51 2.20 0.70 -0.98
C 5.39 2.65 -0.46 -0.72
C 5.57 1.60 -1.58 -0.82
C 4.28 0.93 -2.08 1.77
C 3.24 2.03 -2.41 -1.70
Nb 4.46 -0.40 -3.92 -1.57
C 2.27 -0.90 -3.90 -1.41
C 1.64 -0.96 -2.50 1.27
C 0.24 -1.57 -2.52 -1.09
C -0.50 -1.35 -1.18 -0.89
C -1.69 -0.40 -1.30 0.39
C -2.98 -1.16 -1.54 -0.76
O -4.09 -0.24 -1.52 -0.22
C -5.22 -0.76 -1.03 0.68
C -6.12 0.20 -0.31 -0.53
O -5.53 -1.95 -1.15 -0.63
C 5.05 -2.29 -2.80 -0.98
C 5.88 -2.13 -1.53 0.36
C 5.71 -3.35 -0.59 -1.25
C 4.63 -3.11 0.47 0.08
N 3.73 -4.30 0.60 -0.36
C 2.40 -3.96 0.91 0.66
C 2.22 -3.18 2.19 -1.10
O 1.46 -4.31 0.22 -0.62
C 6.69 0.20 -4.34 0.54
F 7.21 -0.55 -5.39 -0.30
F 7.59 -0.02 -3.32 -0.25
F 6.91 1.50 -4.74 -0.28
H 4.23 1.15 0.65 0.15
H 3.57 2.76 0.74 0.23
H 5.00 2.37 1.66 0.36
H 4.97 3.55 -0.89 0.27
H 6.37 2.94 -0.09 0.61
H 6.03 2.13 -2.42 0.35
H 6.28 0.87 -1.19 0.24
H 3.91 0.29 -1.27 -0.42
H 2.57 1.75 -3.22 0.35
H 2.65 2.30 -1.53 0.28
H 3.78 2.91 -2.75 0.51
H 4.07 1.06 -4.97 -0.01
H 4.58 -1.36 -5.49 -0.03
H 1.72 -0.20 -4.53 0.51
H 2.19 -1.89 -4.34 0.60
H 2.26 -1.52 -1.80 -0.59
H 1.52 0.04 -2.08 0.11
H 0.29 -2.63 -2.76 0.41
H -0.32 -1.05 -3.30 0.43
H -0.86 -2.31 -0.82 0.58
H 0.19 -0.95 -0.44 0.35
H -1.55 0.31 -2.11 0.27
H -1.84 0.17 -0.39 -0.39
H -3.13 -1.94 -0.80 0.47
H -2.91 -1.66 -2.51 0.21
H -6.93 0.54 -0.95 0.34
H -6.57 -0.31 0.53 0.02
H -5.60 1.07 0.05 0.17
H 4.07 -2.72 -2.52 0.32
H 5.49 -3.01 -3.48 0.54
H 6.92 -2.10 -1.81 0.41
H 5.60 -1.25 -0.96 -0.26
H 6.66 -3.51 -0.08 0.36
H 5.53 -4.25 -1.16 0.49
H 5.10 -2.94 1.43 0.32
H 4.06 -2.23 0.19 -0.10
H 3.66 -4.73 -0.32 0.30
H 2.63 -2.18 2.10 0.23
H 1.17 -3.16 2.42 0.36
H 2.79 -3.69 2.97 0.38
C -3.68 5.03 2.03 -0.55
C -2.59 4.65 3.03 -0.62
C -2.31 3.15 2.86 -0.75
S -2.70 2.76 1.15 1.16
O -3.80 1.84 1.11 -0.57
O -1.48 2.47 0.44 -0.68
C -3.27 4.40 0.70 -0.80
H -3.79 6.11 1.93 0.35
H -4.64 4.62 2.35 0.28
H -1.68 5.22 2.81 0.30
H -2.88 4.88 4.05 0.33
H -1.26 2.90 3.04 0.35
H -2.95 2.55 3.49 0.37
H -4.08 4.31 -0.02 0.40
H -2.42 4.92 0.25 0.37
C -8.23 -1.44 3.68 -0.48
C -6.78 -1.71 4.10 -0.73
C -6.08 -0.35 4.25 -0.27
S -7.38 0.82 4.70 1.16
O -7.52 1.77 3.63 -0.63
O -7.20 1.25 6.06 -0.70
C -8.74 -0.34 4.61 -0.75
H -8.84 -2.33 3.75 0.36
H -8.26 -1.09 2.64 0.20
H -6.76 -2.24 5.05 0.34
H -6.26 -2.33 3.37 0.36
H -5.33 -0.35 5.03 0.35
H -5.65 0.00 3.31 0.03
H -9.62 0.18 4.24 0.42
H -8.91 -0.71 5.61 0.35
```

Output
- Molar mass: 732.8 g/mol
- Net charge: -1
- Kohn-Sham gap: 6.310 eV
- HOMO: -4.6265 eV



# 2
A cluster of 2 separate species, C14H30IN2O5 in total at a distorted geometry. Source: OMol25; level of theory: the ωB97M-V functional and the def2-TZVPD basis.

```
52
Properties=species:S:1:pos:R:3:mulliken_charge:R:1
O 8.28 0.49 0.74 -0.48
C 7.79 -0.23 -0.14 0.14
I 7.70 -2.39 0.24 0.07
C 7.23 0.26 -1.55 -0.68
C 5.98 1.25 -1.47 0.51
C 5.36 1.45 -0.02 -1.11
N 4.23 2.43 0.05 0.03
C 3.30 2.42 -1.13 0.11
C 1.87 1.73 -0.80 -0.72
O 0.84 2.69 -1.09 -0.30
C -0.39 2.39 -0.41 -0.33
O -1.19 1.52 -1.26 -0.30
C -2.41 1.25 -0.49 -0.29
C -3.55 0.63 -1.46 -0.41
O -3.97 -0.67 -0.95 -0.51
C 3.93 1.87 -2.49 -1.00
N 4.86 0.72 -2.34 -0.57
H 8.09 0.74 -2.14 0.32
H 6.89 -0.66 -2.15 0.42
H 6.25 2.27 -1.96 0.27
H 6.20 1.88 0.65 0.43
H 5.12 0.43 0.44 0.34
H 3.67 2.17 0.89 0.39
H 4.56 3.40 0.24 0.49
H 3.03 3.53 -1.34 0.28
H 1.83 1.29 0.25 0.36
H 1.75 0.87 -1.54 0.31
H -0.19 1.93 0.61 0.34
H -0.95 3.39 -0.27 0.32
H -2.17 0.49 0.33 0.29
H -2.80 2.19 0.01 0.28
H -3.14 0.47 -2.52 0.22
H -4.47 1.30 -1.50 0.28
H -4.93 -0.58 -0.75 0.30
H 4.43 2.71 -3.07 0.39
H 3.04 1.49 -3.13 0.51
H 5.25 0.40 -3.23 0.30
C -4.29 -2.77 2.59 -0.88
C -5.61 -2.35 3.22 -0.34
O -6.61 -2.03 2.27 -0.43
C -6.99 -3.07 1.37 -0.25
C -7.56 -4.29 2.07 -1.12
H -3.92 -1.99 1.91 0.17
H -3.53 -2.94 3.36 0.39
H -4.38 -3.69 2.01 0.26
H -5.44 -1.45 3.82 0.32
H -5.97 -3.12 3.91 0.31
H -6.15 -3.33 0.72 0.25
H -7.77 -2.64 0.73 0.37
H -6.81 -4.78 2.70 0.27
H -7.89 -5.03 1.33 0.39
H -8.40 -4.02 2.70 0.29
```

Output
- Molar mass: 433.3 g/mol
- Net charge: +1
- Kohn-Sham gap: 7.731 eV
- HOMO: -11.0321 eV



# 3
An isolated molecule of C5H8O. Source: OMol25; level of theory: the ωB97M-V functional and the def2-TZVPD basis.

```
14
Properties=species:S:1:pos:R:3:mulliken_charge:R:1
C -0.76 1.39 -1.04 -1.39
C -0.63 0.21 -0.10 0.43
C 0.25 -1.02 -0.46 -0.72
C 0.85 -1.03 0.97 -0.39
C 0.28 0.37 1.13 0.26
O 0.56 1.31 1.82 -0.57
H -1.29 2.21 -0.56 0.33
H 0.23 1.76 -1.34 0.33
H -1.30 1.11 -1.95 0.36
H -1.61 -0.13 0.24 0.27
H -0.28 -1.92 -0.78 0.30
H 1.00 -0.77 -1.22 0.27
H 0.34 -1.75 1.63 0.23
H 1.93 -1.14 1.09 0.30
```

Output
- Molar mass: 84.1 g/mol
- Kohn-Sham gap: 10.360 eV
- ΔE to the lowest compared entry with this formula, charge and spin: 75.20 kJ/mol
- HOMO: -9.4308 eV



# 4
A structure of composition C25H26ClMoN2O5Se. Source: OMol25; level of theory: the ωB97M-V functional and the def2-TZVPD basis.

```
61
Properties=species:S:1:pos:R:3:mulliken_charge:R:1
Mo -0.11 0.47 0.13 -0.32
N 1.89 -0.14 1.12 -0.45
C 1.97 0.22 2.55 -0.77
C 0.63 0.76 3.01 0.87
O 0.43 1.18 4.11 -0.57
O -0.30 0.73 2.05 -0.57
H 1.94 -1.15 1.00 0.30
H 2.66 0.25 0.59 0.32
H 2.72 0.99 2.72 0.41
H 2.24 -0.64 3.17 0.42
Se 1.51 1.42 -1.49 0.00
C 0.76 2.87 -0.46 0.31
C -0.31 3.62 -0.95 -0.47
C -0.87 4.61 -0.17 -0.57
C -0.38 4.85 1.12 -0.53
C 0.69 4.13 1.60 -0.68
C 1.28 3.15 0.81 -0.35
H -0.69 3.42 -1.95 0.54
H -1.69 5.20 -0.55 0.46
H -0.84 5.62 1.73 0.42
H 1.08 4.33 2.59 0.48
H 2.16 2.63 1.16 0.69
C -5.24 -0.08 -3.81 -1.85
C -4.63 -1.10 -2.88 0.89
C -4.33 -2.38 -3.32 -0.60
C -3.82 -3.33 -2.46 -0.05
Cl -3.48 -4.92 -3.06 -0.20
C -3.60 -3.04 -1.12 -0.66
C -3.88 -1.76 -0.66 -0.15
C -4.38 -0.81 -1.54 0.18
O -4.68 0.45 -1.02 -0.55
C -3.75 1.44 -1.40 -0.74
C -2.38 1.12 -0.86 1.78
O -1.38 0.96 -1.61 -0.61
O -2.15 0.98 0.38 -0.65
H -5.84 -0.58 -4.56 0.50
H -4.47 0.48 -4.34 0.29
H -5.87 0.62 -3.27 0.39
H -4.52 -2.65 -4.35 0.48
H -3.23 -3.80 -0.45 0.69
H -3.74 -1.49 0.38 0.54
H -4.08 2.38 -0.95 0.41
H -3.67 1.55 -2.48 0.20
C -0.10 -2.30 -2.81 -1.42
C -0.25 -3.12 -1.57 0.35
C -0.31 -4.51 -1.63 -0.58
C -0.49 -5.27 -0.49 -0.81
C -0.63 -4.67 0.76 -1.05
C -0.58 -3.29 0.89 1.53
C -0.75 -2.62 2.22 -1.25
C -0.36 -2.54 -0.29 0.27
N -0.28 -1.18 -0.17 0.62
H -0.75 -2.71 -3.59 0.43
H 0.92 -2.35 -3.18 0.33
H -0.37 -1.26 -2.66 0.07
H -0.24 -4.99 -2.60 0.54
H -0.54 -6.35 -0.57 0.43
H -0.80 -5.28 1.63 0.45
H -1.10 -3.34 2.96 0.51
H -1.46 -1.80 2.17 0.25
H 0.19 -2.21 2.59 0.12
```

Output
- Molar mass: 644.8 g/mol
- Net charge: +1
- Kohn-Sham gap: 6.802 eV
- ΔE to the lowest compared entry with this formula, charge and spin: 0.00 kJ/mol
- HOMO: -11.3733 eV



# 5
A structure of composition C37H57As3BrNO2Zr. Source: OMol25; level of theory: the ωB97M-V functional and the def2-TZVPD basis.

```
102
Properties=species:S:1:pos:R:3:mulliken_charge:R:1
Zr -0.72 -0.71 0.53 -1.15
C -3.97 0.51 3.54 -2.00
C -2.65 -0.17 3.91 0.87
C -2.79 -0.94 5.23 -1.60
C -2.16 -1.14 2.84 1.28
C -2.98 -1.51 1.77 0.08
C -2.65 -2.58 0.94 -1.23
C -1.48 -3.33 1.13 2.52
C -1.23 -4.56 0.33 -1.83
C -0.60 -2.89 2.13 -1.57
C -0.93 -1.81 2.96 -0.43
H -4.22 1.25 4.31 0.41
H -4.79 -0.21 3.52 0.47
H -3.93 1.02 2.58 0.40
H -1.89 0.59 4.05 -0.28
H -3.53 -1.74 5.13 0.43
H -3.13 -0.27 6.01 0.44
H -1.85 -1.38 5.55 0.36
H -3.91 -0.98 1.59 0.33
H -3.31 -2.85 0.13 0.44
H -0.20 -4.91 0.43 0.49
H -1.45 -4.40 -0.73 0.41
H -1.89 -5.36 0.69 0.43
H 0.34 -3.40 2.27 0.22
H -0.24 -1.53 3.74 0.47
C 0.50 1.56 3.78 -1.47
As -0.26 1.82 2.00 1.04
C -1.75 3.02 2.33 -1.41
C 1.19 2.99 1.40 -1.07
C 1.22 3.57 -0.01 2.55
C -0.14 4.17 -0.38 -1.74
C 1.64 2.51 -1.02 -1.76
As 0.45 1.04 -1.44 1.86
C -0.88 1.80 -2.64 -1.70
C 1.58 0.18 -2.75 -1.47
C 2.25 4.73 -0.03 -2.23
As 4.23 4.59 0.15 0.31
C 4.70 3.78 -1.57 -0.98
C 4.55 3.01 1.27 -0.76
H 0.28 2.44 4.38 0.55
H 1.59 1.47 3.67 0.37
H 0.13 0.67 4.29 0.35
H -1.35 4.01 2.53 0.49
H -2.30 2.67 3.20 0.52
H -2.42 3.05 1.48 0.29
H 2.10 2.42 1.60 -0.26
H 1.15 3.79 2.14 0.80
H -0.95 3.43 -0.35 -0.15
H -0.12 4.58 -1.39 0.46
H -0.41 4.97 0.30 0.46
H 2.58 2.04 -0.71 -0.23
H 1.83 2.98 -1.99 1.11
H -1.28 1.00 -3.26 0.59
H -0.38 2.52 -3.28 0.53
H -1.69 2.27 -2.10 0.31
H 1.96 0.97 -3.40 0.73
H 1.00 -0.52 -3.34 0.35
H 2.41 -0.33 -2.27 0.31
H 1.96 5.46 0.72 0.54
H 2.14 5.25 -0.99 0.60
H 4.28 4.37 -2.39 0.32
H 4.39 2.74 -1.67 0.19
H 5.79 3.82 -1.67 0.43
H 4.21 3.18 2.29 0.30
H 5.64 2.89 1.31 0.49
H 4.13 2.08 0.88 -0.06
Br -4.61 -2.76 -5.62 -0.13
C -4.60 -1.47 -4.26 -0.27
C -5.62 -0.53 -4.19 -0.35
C -5.63 0.43 -3.19 -0.97
C -4.61 0.46 -2.25 -0.46
C -3.59 -0.49 -2.33 0.54
C -3.57 -1.45 -3.33 -0.24
C -2.51 -0.46 -1.35 0.90
O -1.54 -1.30 -1.40 -0.30
O -2.47 0.36 -0.38 -0.44
H -6.42 -0.55 -4.93 0.45
H -6.43 1.15 -3.14 0.47
H -4.60 1.20 -1.46 0.49
H -2.77 -2.18 -3.39 0.44
C 2.98 -3.22 -3.61 -0.72
N 2.18 -3.92 -2.63 0.09
C 2.75 -5.13 -2.09 -0.89
C 1.40 -3.11 -1.74 -0.71
C 2.07 -2.32 -0.62 1.69
C 3.45 -2.35 -0.42 -0.69
C 4.04 -1.64 0.63 -1.53
C 3.26 -0.91 1.51 -1.26
C 1.88 -0.90 1.32 -0.46
C 1.28 -1.56 0.24 2.16
H 3.35 -3.93 -4.35 0.36
H 3.86 -2.68 -3.21 0.26
H 2.36 -2.49 -4.14 0.20
H 2.99 -5.81 -2.90 0.39
H 2.01 -5.63 -1.45 0.23
H 3.67 -5.00 -1.50 0.31
H 0.65 -3.75 -1.28 -0.13
H 0.82 -2.40 -2.35 -0.06
H 4.08 -2.93 -1.07 0.36
H 5.11 -1.68 0.76 0.46
H 3.71 -0.39 2.35 0.58
H 1.29 -0.37 2.07 -0.27
```

Output
- Molar mass: 943.8 g/mol
- Net charge: +2
- Kohn-Sham gap: 6.510 eV
- ΔE to the lowest compared entry with this formula, charge and spin: 0.00 kJ/mol
- HOMO: -12.5694 eV